{
  "formula": "C72H202N12O35",
  "method": "ωB97M-V/def2-TZVPD",
  "symbols": ["O", "H", "H", "O", "H", "H", "O", "H", "H", "O", "H", "H", "O", "H", "H", "O", "H", "H", "O", "H", "H", "O", "H", "H", "O", "H", "H", "O", "H", "H", "O", "H", "H", "C", "O", "C", "C", "N", "C", "C", "O", "C", "H", "H", "H", "H", "H", "H", "H", "H", "H", "H", "H", "H", "H", "H", "H", "C", "O", "C", "C", "N", "C", "C", "O", "C", "H", "H", "H", "H", "H", "H", "H", "H", "H", "H", "H", "H", "H", "H", "H", "C", "O", "C", "C", "N", "C", "C", "O", "C", "H", "H", "H", "H", "H", "H", "H", "H", "H", "H", "H", "H", "H", "H", "H", "C", "O", "C", "C", "N", "C", "C", "O", "C", "H", "H", "H", "H", "H", "H", "H", "H", "H", "H", "H", "H", "H", "H", "H", "C", "O", "C", "C", "N", "C", "C", "O", "C", "H", "H", "H", "H", "H", "H", "H", "H", "H", "H", "H", "H", "H", "H", "H", "C", "O", "C", "C", "N", "C", "C", "O", "C", "H", "H", "H", "H", "H", "H", "H", "H", "H", "H", "H", "H", "H", "H", "H", "C", "O", "C", "C", "N", "C", "C", "O", "C", "H", "H", "H", "H", "H", "H", "H", "H", "H", "H", "H", "H", "H", "H", "H", "C", "O", "C", "C", "N", "C", "C", "O", "C", "H", "H", "H", "H", "H", "H", "H", "H", "H", "H", "H", "H", "H", "H", "H", "C", "O", "C", "C", "N", "C", "C", "O", "C", "H", "H", "H", "H", "H", "H", "H", "H", "H", "H", "H", "H", "H", "H", "H", "C", "O", "C", "C", "N", "C", "C", "O", "C", "H", "H", "H", "H", "H", "H", "H", "H", "H", "H", "H", "H", "H", "H", "H", "C", "O", "C", "C", "N", "C", "C", "O", "C", "H", "H", "H", "H", "H", "H", "H", "H", "H", "H", "H", "H", "H", "H", "H", "C", "O", "C", "C", "N", "C", "C", "O", "C", "H", "H", "H", "H", "H", "H", "H", "H", "H", "H", "H", "H", "H", "H", "H"],
  "positions_angstrom": [[-1.7377, -4.3208, -0.3514], [-1.2921, -4.7642, 0.3704], [-1.8947, -5.0106, -0.9963], [2.5513, -4.6615, -1.1884], [2.0730, -4.5598, -2.0112], [2.2203, -3.9581, -0.6299], [-7.8942, 4.3573, 3.2638], [-6.9401, 4.2940, 3.3082], [-8.1725, 3.5245, 2.8827], [-4.4157, -0.9102, 5.9926], [-3.6766, -0.7021, 5.4211], [-4.1480, -0.5947, 6.8557], [1.9785, -6.4842, 0.7806], [2.0447, -5.9665, -0.0218], [2.8828, -6.7168, 0.9914], [-0.7794, -5.8304, 1.5935], [-1.1647, -6.2396, 2.3683], [0.1621, -5.9735, 1.6896], [-7.4756, 0.5069, 0.3807], [-7.7215, -0.0355, -0.3686], [-6.5358, 0.3588, 0.4859], [4.6498, -6.6772, -0.4424], [4.0136, -6.0549, -0.7951], [5.1099, -7.0121, -1.2120], [-2.6040, -1.7072, -0.9536], [-1.7483, -1.2858, -0.8738], [-2.4212, -2.6418, -0.8569], [-4.8536, -0.3811, 0.3782], [-4.1378, -0.6553, -0.1950], [-4.8107, -0.9835, 1.1208], [7.2074, -0.0894, 0.3250], [8.0738, 0.3151, 0.3695], [7.3811, -1.0053, 0.1077], [-6.7030, -5.9604, -0.8725], [-5.5530, -6.2017, -1.6209], [-4.8066, -4.9434, -1.8451], [-3.7354, -5.2862, -2.8872], [-2.5605, -5.9831, -2.3496], [-1.3911, -6.1646, -3.2122], [-0.2715, -6.8019, -2.4248], [-0.4845, -8.1673, -2.1956], [0.6090, -8.8531, -1.5706], [-7.4416, -5.4772, -1.5122], [-6.5355, -5.4142, 0.0558], [-7.0490, -6.9745, -0.6729], [-4.3524, -4.4949, -0.9616], [-5.5293, -4.2024, -2.1866], [-3.3785, -4.3457, -3.3069], [-4.2183, -5.7525, -3.7460], [-2.9345, -6.8101, -1.9065], [-1.0746, -5.1439, -3.4267], [-1.4902, -6.7375, -4.1342], [0.0659, -6.3444, -1.4947], [0.6737, -6.7315, -2.9630], [0.4008, -9.9159, -1.4474], [0.8354, -8.4285, -0.5926], [1.6295, -8.8927, -1.9516], [-3.5505, 6.9579, 0.4957], [-3.7476, 5.6131, 1.0709], [-5.0689, 5.1470, 1.0167], [-5.1637, 3.7455, 1.5734], [-4.8966, 3.7575, 2.9802], [-4.8954, 2.4318, 3.6349], [-4.2354, 2.6022, 5.0365], [-2.9356, 3.1874, 4.8759], [-2.0307, 3.1866, 6.0211], [-3.6223, 6.9720, -0.5918], [-2.5762, 7.3540, 0.7820], [-4.3351, 7.5873, 0.9156], [-5.3270, 5.0782, -0.0400], [-5.8286, 5.8682, 1.3180], [-4.5109, 3.0359, 1.0650], [-6.1770, 3.3666, 1.4399], [-4.1071, 4.2759, 3.3382], [-4.2511, 1.7222, 3.1159], [-5.8743, 1.9545, 3.5896], [-4.0073, 1.6309, 5.4754], [-4.7501, 3.2698, 5.7275], [-2.0930, 2.1421, 6.3266], [-2.3490, 3.8048, 6.8604], [-0.9719, 3.2846, 5.7816], [-0.6060, 0.9807, -7.4643], [0.3093, 1.0031, -6.4244], [-0.1649, 1.2356, -5.0763], [0.8455, 2.0227, -4.3216], [1.8800, 1.2435, -3.6214], [2.7207, 0.4470, -4.5129], [4.0677, -0.0376, -3.8693], [4.8352, 1.0608, -3.4027], [6.1286, 0.8342, -2.9424], [-0.0400, 0.9371, -8.3948], [-1.2187, 1.8821, -7.4684], [-1.2683, 0.1154, -7.4359], [-0.4492, 0.3198, -4.5582], [-1.0422, 1.8729, -5.1871], [0.2336, 2.6175, -3.6435], [1.3197, 2.8313, -4.8779], [2.4883, 1.8269, -3.0649], [2.8871, 0.9893, -5.4437], [2.1447, -0.4514, -4.7349], [4.6290, -0.5872, -4.6250], [3.8101, -0.6684, -3.0185], [6.6308, 0.1542, -3.6305], [6.0066, 0.3084, -1.9954], [6.6977, 1.7553, -2.8171], [2.0065, -4.0524, 3.4033], [2.4522, -2.9673, 4.2294], [1.6977, -2.7742, 5.4209], [2.4442, -1.6833, 6.2392], [1.8994, -0.3632, 6.0597], [2.7665, 0.5490, 6.9011], [2.1702, 2.0320, 6.7590], [2.0540, 2.3496, 5.4142], [2.1850, 3.6946, 5.1033], [1.9591, -5.0246, 3.8939], [2.7481, -4.1441, 2.6097], [1.0271, -3.8031, 2.9949], [1.4958, -3.6647, 6.0161], [0.7169, -2.4102, 5.1150], [3.4807, -1.8619, 5.9529], [2.2833, -2.0720, 7.2448], [2.1682, -0.0700, 5.1313], [3.7921, 0.5913, 6.5345], [2.7572, 0.2770, 7.9565], [2.8756, 2.7005, 7.2526], [1.2886, 2.2426, 7.3644], [3.0459, 4.1778, 5.5652], [1.2396, 4.1233, 5.4357], [2.2263, 3.8166, 4.0210], [7.3240, -2.3382, -4.3503], [7.6527, -2.9425, -3.1390], [6.5570, -3.3527, -2.3108], [6.9848, -3.7396, -0.9080], [7.8985, -2.8500, -0.2143], [8.3588, -3.4685, 1.0263], [9.3592, -4.5716, 0.8229], [10.4823, -4.0383, 0.1057], [11.3811, -5.0328, -0.3100], [7.5444, -3.0805, -5.1175], [8.0003, -1.5026, -4.5306], [6.2484, -2.1616, -4.3528], [6.0507, -4.1844, -2.8007], [5.8782, -2.4999, -2.3213], [7.4085, -4.7404, -0.9904], [6.0878, -3.9123, -0.3132], [8.6597, -2.7674, -0.8730], [7.5150, -3.8880, 1.5741], [8.9372, -2.7846, 1.6474], [8.9285, -5.4289, 0.3055], [9.6634, -4.8920, 1.8193], [11.6073, -5.7729, 0.4577], [12.3070, -4.5887, -0.6755], [10.9352, -5.4994, -1.1883], [-1.2594, -0.0977, 4.2130], [-2.4052, -0.8536, 3.9160], [-2.4532, -1.3927, 2.5445], [-3.5054, -2.5136, 2.4880], [-4.9360, -2.1480, 2.5652], [-5.8152, -3.1672, 2.0301], [-7.2514, -2.8392, 2.3751], [-7.5106, -3.0724, 3.7309], [-8.9815, -3.0895, 4.0665], [-1.3467, 0.2285, 5.2494], [-1.1993, 0.7445, 3.5237], [-0.3794, -0.7136, 4.0282], [-1.4471, -1.7582, 2.3390], [-2.6139, -0.6182, 1.7945], [-3.3404, -3.2755, 3.2498], [-3.3675, -2.9843, 1.5146], [-5.1237, -2.1302, 3.5574], [-5.5918, -4.1462, 2.4540], [-5.7178, -3.2393, 0.9468], [-7.9222, -3.4131, 1.7357], [-7.5671, -1.8230, 2.1393], [-9.5078, -3.9672, 3.6912], [-9.4175, -2.1794, 3.6545], [-9.0002, -3.0450, 5.1554], [-7.6612, 3.8397, -2.4179], [-6.5795, 3.2273, -3.1784], [-5.8510, 2.4415, -2.2460], [-4.8560, 1.4737, -2.8315], [-5.4609, 0.4558, -3.6737], [-4.4699, -0.3272, -4.4254], [-3.8577, 0.4613, -5.6048], [-4.7931, 1.4359, -6.0700], [-4.6126, 1.9144, -7.3656], [-7.2800, 4.5987, -1.7347], [-8.2904, 3.0973, -1.9269], [-8.2698, 4.3360, -3.1738], [-6.4810, 1.9089, -1.5336], [-5.3871, 3.2242, -1.6458], [-4.3963, 0.9950, -1.9669], [-4.0249, 1.9623, -3.3400], [-5.9535, 0.9894, -4.3756], [-4.9615, -1.2042, -4.8466], [-3.6891, -0.7091, -3.7678], [-3.5020, -0.2568, -6.3437], [-2.9591, 1.0210, -5.3450], [-3.5849, 2.2182, -7.5646], [-5.2156, 2.7484, -7.7245], [-4.8431, 1.0519, -7.9910], [-1.5512, -3.0618, -6.5090], [-0.9487, -3.5072, -5.2975], [-0.3111, -2.4253, -4.6434], [0.5790, -2.8454, -3.4459], [1.1268, -4.2013, -3.6719], [2.2029, -4.1986, -4.6399], [2.9397, -5.4763, -4.6890], [2.0559, -6.6128, -4.9610], [2.7064, -7.9160, -4.9047], [-2.2062, -3.8844, -6.7957], [-0.8121, -2.9705, -7.3050], [-2.1802, -2.1788, -6.3958], [-1.0703, -1.6792, -4.4085], [0.3878, -1.9569, -5.3363], [-0.1050, -2.9919, -2.6100], [1.3431, -2.1366, -3.1268], [0.3183, -4.7472, -3.9337], [2.8083, -3.3383, -4.3546], [1.8303, -4.0767, -5.6570], [3.5685, -5.7367, -3.8376], [3.6403, -5.4482, -5.5235], [1.9640, -8.6935, -5.0851], [3.1149, -8.0894, -3.9092], [3.5683, -7.9724, -5.5696], [0.4848, 5.9458, -6.8910], [-0.0634, 5.2357, -5.8312], [-1.1456, 5.9968, -5.1872], [-1.2543, 5.3454, -3.7822], [-0.0018, 5.3946, -2.9157], [-0.1596, 4.6252, -1.7114], [1.1291, 4.4467, -1.0908], [1.9759, 3.5591, -1.9011], [3.1045, 3.1240, -1.1475], [1.1585, 6.7319, -6.5500], [-0.1335, 6.2426, -7.7382], [1.1526, 5.2794, -7.4369], [-2.1106, 5.8040, -5.6559], [-0.9712, 7.0714, -5.1334], [-1.6981, 4.3688, -3.9754], [-1.9909, 5.9776, -3.2865], [0.7532, 4.9430, -3.4117], [-0.5785, 3.6455, -1.9413], [-0.9534, 5.1108, -1.1437], [0.9963, 4.1324, -0.0556], [1.6663, 5.3908, -1.0007], [3.4301, 2.1992, -1.6237], [2.7741, 2.8482, -0.1461], [3.9260, 3.8254, -1.0019], [1.9169, 7.6692, 3.9735], [0.6681, 7.0906, 4.1795], [0.0174, 6.6620, 2.9660], [-1.4133, 6.1611, 3.3157], [-2.2516, 7.3176, 3.7356], [-3.5420, 6.7712, 4.2334], [-4.3327, 7.6829, 5.2100], [-3.6248, 7.9728, 6.3969], [-4.3185, 8.9693, 7.1419], [2.5902, 6.8393, 3.7591], [2.3002, 8.1287, 4.8846], [1.7908, 8.4550, 3.2287], [0.5806, 5.8309, 2.5414], [-0.0703, 7.4454, 2.2133], [-1.3925, 5.3340, 4.0254], [-1.8935, 5.6861, 2.4603], [-1.7829, 7.7905, 4.4950], [-3.4439, 5.8271, 4.7692], [-4.2084, 6.4273, 3.4424], [-5.3156, 7.2514, 5.3995], [-4.5911, 8.4976, 4.5336], [-5.2378, 8.5268, 7.5257], [-4.5477, 9.8589, 6.5552], [-3.7948, 9.1984, 8.0699], [-1.4995, 2.9145, 1.9474], [-0.7616, 2.0481, 1.2212], [-1.3555, 1.6806, -0.0498], [-0.3983, 0.8653, -0.9754], [-0.0337, -0.4362, -0.4106], [0.6563, -0.3820, 0.8643], [1.3078, -1.7990, 0.9203], [2.1158, -2.0668, -0.2282], [3.3552, -1.3004, -0.1669], [-1.6010, 3.9106, 1.5166], [-1.0223, 3.0547, 2.9173], [-2.4920, 2.4827, 2.0760], [-1.6416, 2.6295, -0.5034], [-2.2543, 1.0717, 0.0487], [0.4825, 1.4804, -1.1596], [-0.8988, 0.6492, -1.9193], [0.6389, -0.8203, -1.0588], [-0.0687, -0.2776, 1.6714], [1.3970, 0.4154, 0.9239], [0.6250, -2.6486, 0.9231], [1.8573, -1.9240, 1.8534], [4.0506, -1.5853, -0.9565], [3.8827, -1.4356, 0.7773], [3.0814, -0.2590, -0.3358], [7.7867, -0.9440, 4.0240], [6.7776, -1.9868, 4.1885], [5.8257, -1.8694, 3.2067], [4.9391, -0.5988, 3.3237], [5.4498, 0.5555, 2.5658], [4.5424, 1.7031, 2.4974], [5.1502, 2.8304, 1.6393], [4.2592, 3.9403, 1.6307], [4.7341, 5.2666, 1.2326], [7.3865, 0.0492, 4.2278], [8.1491, -0.9246, 2.9962], [8.6276, -1.1670, 4.6808], [5.0350, -2.6130, 3.3062], [6.3723, -2.1324, 2.3012], [4.9416, -0.2623, 4.3605], [3.9410, -0.9322, 3.0395], [6.0693, 0.3647, 1.7913], [4.4010, 2.0911, 3.5061], [3.5906, 1.5325, 1.9943], [5.3040, 2.5545, 0.5961], [6.0554, 3.1824, 2.1341], [4.7360, 6.0545, 1.9858], [4.1054, 5.6197, 0.4152], [5.7547, 5.1141, 0.8814]],
  "e_tot_ev": -167466.4481,
  "molar_mass_g_mol": 1796.5,
  "total_charge": 0,
  "orbital_gap_ha": 0.30776,
  "homo_ev": -8.2
}